Record 1
ORCA calculation (ωB97M-V with the def2-TZVPD basis set) on 3 unconnected molecules or ions with the total composition C14H36N2O5 at a distorted geometry.

The calculation puts the frontier orbital gap at 9.67 eV. Its SMILES is COCCNCCOC.COCCNCCOC.CCO. For the energy relative to the best compared isomer or geometry (same formula, charge and spin), the calculation gives 0.739 eV. The total charge is 0.

Last column: Mulliken charge in e.
Positions of all 57 atoms, in Å:
O1 -1.17 3.72 -0.18  -0.472
O2 -5.73 -6.19 2.00  -0.373
O3 -3.47 -0.02 0.39  -0.374
O4 3.89 3.17 -3.51  -0.306
O5 2.93 0.40 0.22  -0.229
N1 -4.46 -2.88 1.15  -0.373
N2 4.98 1.48 -1.51  -0.326
C1 -4.43 -1.63 1.92  -0.699
C2 0.70 4.33 1.21  -1.129
C3 5.31 2.95 -3.41  -0.638
C4 -2.55 1.01 0.19  -0.442
C5 -3.26 -0.69 1.64  -0.526
C6 3.34 2.69 -4.76  -0.673
C7 5.54 1.58 -2.86  -0.508
C8 2.19 0.11 1.41  -0.526
C9 4.98 0.12 -0.99  -0.811
C10 4.27 0.00 0.36  -0.511
C11 0.25 3.63 -0.07  0.095
C12 -4.71 -6.50 2.95  -0.691
C13 -5.64 -3.72 1.47  -0.493
C14 -5.33 -5.19 1.09  -0.641
H1 0.59 2.60 0.00  0.030
H2 -3.92 -7.04 2.43  0.291
H3 2.13 -0.97 1.55  0.341
H4 0.62 5.40 1.08  0.372
H5 -4.28 -5.24 0.77  0.393
H6 4.01 1.78 -1.53  0.266
H7 3.39 1.61 -4.80  0.263
H8 4.85 0.54 1.11  0.338
H9 -1.53 0.70 0.48  -0.030
H10 -2.29 -1.20 1.55  0.287
H11 -6.57 -3.40 1.02  0.349
H12 -4.33 -1.85 2.99  0.428
H13 4.28 -1.10 0.46  0.357
H14 5.68 3.58 -2.59  0.323
H15 -3.22 0.06 2.43  0.375
H16 -5.19 -7.17 3.67  0.259
H17 2.36 3.15 -4.73  0.213
H18 6.60 1.33 -2.82  0.411
H19 0.74 4.12 -0.92  0.263
H20 5.12 0.80 -3.52  0.285
H21 4.00 3.09 -5.54  0.312
H22 -5.81 -3.79 2.55  0.403
H23 -4.66 -2.52 0.22  0.217
H24 -4.35 -5.66 3.54  0.284
H25 -2.80 1.85 0.86  0.341
H26 0.15 3.97 2.07  0.270
H27 -1.45 4.62 -0.35  0.263
H28 -5.38 -1.10 1.86  0.347
H29 -2.46 1.44 -0.80  0.320
H30 1.71 3.96 1.42  0.328
H31 2.62 0.65 2.26  0.325
H32 -5.85 -5.38 0.15  0.336
H33 6.00 -0.26 -0.83  0.360
H34 4.57 -0.65 -1.66  0.385
H35 1.21 0.56 1.25  -0.058
H36 5.84 3.13 -4.34  0.400

Record 2
ORCA calculation (ωB97M-V with the def2-TZVPD basis set) on 7 unconnected molecules or ions with the total composition C14H36N2O9 at a distorted geometry.

The calculation puts the frontier orbital gap at 8.37 eV. Its SMILES is C[C@H]1COC(=O)O1.CN(C)C=O.CN(C)C=O.CO.CO.CO.CO. For the energy relative to the best compared isomer or geometry (same formula, charge and spin), the calculation gives 1.787 eV. The total charge is 0.

Last column: Mulliken charge in e.
Positions of all 61 atoms, in Å:
O1 2.84 3.12 2.64  -0.480
O2 -0.88 2.25 -5.55  -0.589
O3 -2.41 0.78 -2.57  -0.576
O4 -3.89 -0.69 -1.74  -0.361
O5 3.17 0.47 2.56  -0.571
O6 -4.32 -2.95 2.59  -0.496
O7 0.21 -3.22 -2.44  -0.503
O8 -2.63 0.49 -0.33  -0.355
O9 3.82 2.89 -1.61  -0.493
N1 1.10 -0.54 2.06  0.325
N2 0.50 0.85 -4.26  0.238
C1 0.87 1.79 -3.23  -0.600
C2 4.26 1.76 -0.77  -0.323
C3 -3.40 -0.28 0.57  1.033
C4 -0.29 1.16 -5.41  -0.020
C5 -4.21 0.61 1.57  -1.571
C6 -4.40 -1.03 -0.41  -0.366
C7 -2.89 0.19 -1.62  0.642
C8 0.76 0.64 1.25  -0.249
C9 0.88 -2.74 -1.22  -0.356
C10 4.07 3.46 3.21  -0.620
C11 2.30 -0.36 2.76  -0.040
C12 1.18 -0.49 -4.23  -0.851
C13 0.25 -1.66 2.22  -0.777
C14 -3.55 -2.75 3.70  -0.456
H1 0.51 -1.29 -4.55  0.388
H2 1.74 2.39 -3.51  0.380
H3 1.53 -0.76 -3.24  0.066
H4 -0.06 1.24 1.65  0.218
H5 4.82 2.89 2.66  0.220
H6 4.22 1.99 0.29  0.098
H7 1.97 -2.76 -1.28  0.356
H8 0.64 -3.31 -0.31  0.351
H9 -0.51 -1.37 2.94  0.458
H10 2.52 -1.27 3.35  0.294
H11 -5.45 -0.85 -0.17  0.293
H12 2.87 2.16 2.56  0.380
H13 4.56 3.44 -1.89  0.278
H14 -4.77 -0.07 2.21  0.401
H15 -0.74 -3.15 -2.32  0.295
H16 -2.47 -2.81 3.53  0.030
H17 -4.79 1.37 1.05  0.391
H18 1.59 1.31 1.02  0.019
H19 0.54 -1.73 -0.99  -0.106
H20 -3.60 -3.49 4.50  0.355
H21 0.79 -2.58 2.46  0.361
H22 1.20 1.16 -2.40  -0.072
H23 0.46 0.32 0.25  -0.089
H24 -3.91 -1.81 4.12  0.274
H25 4.12 4.54 3.06  0.241
H26 4.28 3.21 4.25  0.239
H27 -4.27 -2.11 -0.45  0.252
H28 -3.47 1.06 2.23  0.358
H29 -2.78 -1.00 1.11  -0.155
H30 1.92 -0.69 -5.00  0.396
H31 -5.23 -3.08 2.85  0.307
H32 0.04 2.46 -3.03  0.283
H33 -0.35 -1.73 1.31  -0.023
H34 5.25 1.36 -1.00  0.386
H35 3.68 0.84 -0.85  0.128
H36 -0.19 0.37 -6.17  0.366

Record 3
ORCA calculation (ωB97M-V with the def2-TZVPD basis set) on a molecular structure, C14H37CoGeN7O2Si3 at a distorted geometry.

The calculation puts the frontier orbital gap (alpha / beta) at 8.14 / 5.31 eV. The expectation value of S² is 8.770. Its multiplicity is 6. The total charge is +2.

Last column: Mulliken charge in e.
Positions of all 65 atoms, in Å:
Ge1 0.06 -0.02 2.54  0.398
Co1 0.41 0.16 0.24  -0.875
Si1 1.19 2.14 3.73  0.455
Si2 1.35 -2.01 3.70  0.280
Si3 -2.58 -0.24 3.39  0.357
O1 -2.09 -0.99 0.53  -0.561
O2 2.93 -1.45 -0.74  -0.487
N1 0.00 3.72 -1.74  -0.952
N2 0.20 2.00 -0.39  0.300
N3 -0.97 -1.18 -0.06  0.427
N4 -0.84 2.71 0.01  0.059
N5 -1.91 4.61 -0.81  -0.555
N6 1.54 -1.28 -0.65  0.228
N7 -0.92 3.71 -0.82  1.083
C1 -2.26 -0.07 5.27  -0.855
C2 -0.57 -2.30 -0.61  0.515
C3 1.43 -3.62 -1.39  -1.396
C4 0.19 -3.42 3.14  -0.756
C5 0.83 -2.35 -0.92  0.828
C6 1.20 2.04 5.63  -1.030
C7 3.02 -1.98 2.79  -0.689
C8 0.70 2.63 -1.46  -0.399
C9 -3.12 1.38 2.54  -0.896
C10 -1.48 -3.46 -0.84  -1.600
C11 0.25 3.65 3.02  -0.845
C12 -3.49 -1.86 3.01  -0.924
C13 1.45 -1.83 5.59  -1.171
C14 2.87 1.87 2.87  -0.996
H1 0.01 4.36 3.81  0.444
H2 -4.19 1.41 2.42  0.495
H3 -1.61 0.76 5.52  0.094
H4 -4.45 -1.88 3.53  0.431
H5 -3.67 -1.96 1.95  0.268
H6 1.55 2.31 -2.03  0.479
H7 0.73 -4.36 3.11  0.475
H8 2.74 1.32 1.93  0.189
H9 -1.54 -3.68 -1.91  0.443
H10 1.54 -2.82 6.04  0.410
H11 3.70 -1.25 3.21  0.322
H12 0.78 -4.13 -2.08  0.420
H13 0.87 4.16 2.29  0.377
H14 -1.14 -4.36 -0.34  0.359
H15 2.33 -1.26 5.90  0.367
H16 3.35 2.81 2.63  0.439
H17 -0.23 -3.24 2.15  0.040
H18 1.60 -4.28 -0.53  0.325
H19 0.21 2.16 6.05  0.336
H20 2.91 -1.78 1.73  0.043
H21 -0.64 -3.55 3.84  0.290
H22 -2.94 -2.74 3.34  0.287
H23 1.81 2.84 6.03  0.422
H24 -2.43 4.69 0.05  0.266
H25 3.29 -0.82 -1.38  0.382
H26 1.61 1.10 5.98  0.249
H27 -3.21 0.10 5.77  0.464
H28 0.57 -1.36 6.03  0.318
H29 -1.70 5.46 -1.32  0.301
H30 2.40 -3.44 -1.85  0.391
H31 -1.85 -0.97 5.70  0.256
H32 -2.67 1.45 1.55  0.178
H33 -0.68 3.36 2.53  0.068
H34 -2.82 2.25 3.12  0.323
H35 3.55 1.30 3.49  0.300
H36 -2.48 -3.21 -0.49  0.356
H37 3.51 -2.95 2.89  0.452

Question: What is the formula in the third record?
Answer: C14H37CoGeN7O2Si3